(i)
DFT (ωB97M-V/def2-TZVPD) results for a gas-phase ion, C3H7INS (charge +1).

Output
E_HOMO (alpha / beta): -12.743 / -12.744 eV
E_LUMO (alpha / beta): -0.261 / -0.261 hartree
SMILES: SCC/[NH+]=C\I
total charge: +1
gap between HOMO and LUMO (alpha / beta): 5.632 / 5.634 eV

Each line ends with the natural charge from an NBO analysis.
Atoms and positions in Å:
S (0.9188, 1.8762, 0.6078)  0.013
C (1.4350, 0.7019, -0.7367)  -0.528
C (0.3045, -0.3978, -0.7306)  -0.259
N (-0.2880, -0.5587, 0.6129)  -0.567
C (-1.6263, -0.6085, 1.0011)  0.079
I (-3.2846, -0.8695, -0.2516)  0.458
H (0.0167, 0.9629, 1.0146)  0.108
H (2.4523, 0.2580, -0.5028)  0.235
H (1.6240, 1.3439, -1.5966)  0.267
H (-0.5976, -0.0276, -1.3205)  0.230
H (0.7132, -1.3744, -1.1417)  0.256
H (0.2005, -1.2760, 1.1588)  0.460
H (-1.8684, -0.0303, 1.8853)  0.250

---

(ii)
DFT (ωB97M-V/def2-TZVPD) results for 2 unconnected molecules or ions with the total composition C3H7INS.

Output
E_HOMO (alpha / beta): -13.267 / -13.267 eV
E_LUMO (alpha / beta): -0.249 / -0.249 hartree
total charge: +1
gap between HOMO and LUMO (alpha / beta): 6.496 / 6.496 eV

Each line ends with the natural charge from an NBO analysis.
Atoms and positions in Å:
C (-0.6335, 0.8484, 1.0592)  -0.355
C (1.2221, -0.2334, 0.9379)  -0.330
C (-0.1846, -0.5481, 1.4891)  0.158
N (0.7909, 1.1120, 0.6940)  -0.604
S (-1.1001, -1.2020, -1.8319)  -0.389
I (-1.1776, -2.2498, 1.9764)  0.594
H (-1.3208, 0.9052, 0.1862)  0.292
H (-1.0429, 1.2994, 1.8917)  0.265
H (2.2108, -0.4466, 1.5333)  0.287
H (1.2425, -0.6720, 0.0337)  0.272
H (-2.0561, -1.1293, -2.9054)  0.213
H (1.1881, 1.9773, 1.0217)  0.415
H (-0.8348, -2.3992, -2.4077)  0.179

---

Sorted by energy, starting with the most stable: (i), (ii).

---

(i)
DFT (ωB97M-V/def2-TZVPD) results for C4H7ClS in the gas phase.

Output
E_HOMO: -8.759 eV
E_LUMO: 0.032 hartree
SMILES: CS/C=C/CCl
gap between HOMO and LUMO: 9.637 eV

Each line ends with the natural charge from an NBO analysis.
Atoms and positions in Å:
C (2.8548, 0.9007, 0.6311)  -0.728
S (2.2387, -0.4208, -0.4525)  0.230
C (0.5340, 0.0455, -0.3407)  -0.344
C (-0.4033, -0.7300, 0.1843)  -0.223
C (-1.8077, -0.7248, 0.5924)  -0.388
Cl (-2.8146, 0.5277, -0.2166)  -0.090
H (3.9215, 0.8290, 0.6043)  0.227
H (2.5434, 1.8663, 0.2187)  0.216
H (2.4848, 0.8050, 1.6412)  0.215
H (0.2403, 1.0749, -0.6348)  0.212
H (0.0629, -1.5535, 0.7334)  0.204
H (-1.9310, -0.5904, 1.6743)  0.234
H (-2.3611, -1.6194, 0.2825)  0.235

---

(ii)
DFT (ωB97M-V/def2-TZVPD) results for C4H7ClS in the gas phase.

Output
E_HOMO: -9.257 eV
E_LUMO: 0.032 hartree
SMILES: SCC1(Cl)CC1
gap between HOMO and LUMO: 10.140 eV

Each line ends with the natural charge from an NBO analysis.
Atoms and positions in Å:
S (2.4527, 0.5962, 0.3250)  -0.001
C (1.1014, 0.2014, -0.7465)  -0.543
C (-0.2961, 0.2682, -0.0815)  -0.031
Cl (-0.8972, 1.9452, 0.1280)  -0.057
C (-0.6454, -0.5928, 1.0849)  -0.428
C (-1.3247, -0.7521, -0.3331)  -0.423
H (1.9077, 1.7908, 0.3952)  0.125
H (1.3009, -0.7367, -1.1846)  0.227
H (1.0586, 0.8631, -1.5579)  0.225
H (-0.0195, -1.3804, 1.4989)  0.230
H (-1.2369, -0.0494, 1.7631)  0.225
H (-1.0118, -1.5951, -0.8711)  0.216
H (-2.3898, -0.5585, -0.4206)  0.234

---

Sorted by energy, starting with the most stable: (i), (ii).